(1)
# C39H51BCl2N10O3RuS3

A structure of composition C39H51BCl2N10O3RuS3 (ωB97M-V with the def2-TZVPD basis set, OMol25).

Geometry (Å):
Ru  -0.2676  0.9399  0.6056
C  1.8603  6.2920  0.7350
C  2.8027  5.1348  0.3886
C  2.9681  4.1650  1.5638
C  4.1808  5.6998  0.0524
N  2.2665  4.4246  -0.8086
C  2.9067  4.3823  -2.0308
C  2.1117  3.7084  -2.8822
N  0.9709  3.3481  -2.2097
B  -0.1054  2.4931  -2.9188
N  0.3260  0.9984  -2.9520
C  -0.0939  0.2165  -3.9952
C  0.5197  -0.9745  -3.8971
N  1.3395  -0.9446  -2.7874
C  1.1732  0.2696  -2.1877
S  1.8835  0.8808  -0.7321
C  2.2207  -2.1421  -2.5462
C  3.1121  -2.2810  -3.7848
C  3.1198  -2.0515  -1.3205
C  1.3033  -3.3566  -2.3860
N  -1.5191  2.7244  -2.3196
C  -2.1431  3.9244  -2.5452
C  -3.3688  3.8738  -1.9917
N  -3.5141  2.6330  -1.4097
C  -2.3467  1.9509  -1.5883
S  -1.9746  0.3471  -1.0592
C  -4.7896  2.1581  -0.7805
C  -5.8197  3.2808  -0.8743
C  -4.5778  1.8291  0.6952
C  -5.3108  0.9526  -1.5709
C  1.0741  3.7791  -0.9367
S  -0.1133  3.5351  0.2837
H  2.2659  6.8597  1.5722
H  0.8746  5.9230  1.0102
H  1.7577  6.9617  -0.1207
H  3.3888  4.7081  2.4109
H  3.6510  3.3575  1.2887
H  2.0237  3.7275  1.8671
H  4.5565  6.2248  0.9285
H  4.1371  6.4141  -0.7704
H  4.8858  4.9040  -0.1927
H  3.8754  4.8097  -2.2034
H  2.2608  3.4574  -3.9178
H  -0.1541  2.8588  -4.0598
H  -0.7972  0.5792  -4.7237
H  0.4440  -1.8348  -4.5345
H  3.7113  -1.3795  -3.9230
H  2.5293  -2.4541  -4.6895
H  3.7856  -3.1266  -3.6498
H  3.8235  -1.2250  -1.3993
H  3.6913  -2.9790  -1.2568
H  2.5264  -1.9353  -0.4220
H  0.6982  -3.5403  -3.2745
H  0.6414  -3.2031  -1.5329
H  1.9086  -4.2461  -2.2108
H  -1.6654  4.7159  -3.0957
H  -4.1350  4.6243  -1.9756
H  -5.4970  4.1636  -0.3206
H  -6.7489  2.9292  -0.4307
H  -6.0247  3.5534  -1.9106
H  -4.2248  2.7081  1.2321
H  -3.8523  1.0368  0.8378
H  -5.5244  1.5044  1.1290
H  -5.3945  1.2053  -2.6298
H  -6.2978  0.6740  -1.2027
H  -4.6527  0.0949  -1.4683
C  0.6018  0.8913  6.4035
N  0.3349  1.3468  5.0570
C  -0.9695  1.8192  4.6361
C  -0.7713  1.8973  3.1307
O  -1.6223  2.1543  2.2896
N  0.5148  1.5915  2.8349
C  1.0966  1.1957  3.9659
N  2.3441  0.7268  3.9759
H  0.1593  1.5913  7.1100
H  1.6728  0.8546  6.5921
H  0.1707  -0.0971  6.5804
H  -1.2071  2.8038  5.0454
H  -1.7644  1.1169  4.8917
H  2.7831  0.5954  3.0804
H  2.7535  0.3072  4.7898
Cl  2.7990  -6.8382  0.0803
C  1.4072  -6.6499  -0.9455
C  1.3770  -7.3107  -2.1558
C  0.2768  -7.1646  -2.9834
C  -0.7602  -6.3324  -2.6040
C  -0.7141  -5.6524  -1.3977
Cl  -1.9530  -4.4799  -1.0966
C  0.3610  -5.8222  -0.5018
N  0.5068  -5.1523  0.7010
C  -0.4601  -4.9400  1.7000
C  -1.4799  -5.8695  1.9124
C  -2.4285  -5.6642  2.8946
C  -2.3606  -4.5376  3.7028
C  -1.3224  -3.6409  3.5274
C  -0.3640  -3.8227  2.5343
C  0.7082  -2.7753  2.3484
C  0.0977  -1.5629  1.6405
O  0.3013  -1.4053  0.4147
O  -0.5851  -0.7553  2.3126
H  2.2058  -7.9399  -2.4484
H  0.2400  -7.6771  -3.9344
H  -1.6068  -6.1761  -3.2582
H  1.4631  -5.0307  0.9850
H  -1.5108  -6.7617  1.3001
H  -3.2218  -6.3867  3.0343
H  -3.1053  -4.3655  4.4686
H  -1.2497  -2.7592  4.1527
H  1.5364  -3.1333  1.7420
H  1.0808  -2.4518  3.3209

Computed properties:
orbital gap (alpha / beta): 6.17 / 6.79 eV
<S²>: 0.78
DFT total energy: -4524.757738 a.u.
energy relative to the best compared isomer or geometry (same formula, charge and spin): 0.5653 eV
multiplicity: 2
total charge: +1
M: 986.89 g/mol

(2)
# C39H51Cl5Ge2N10O3PRbS5

A structure of composition C39H51Cl5Ge2N10O3PRbS5 (ωB97M-V with the def2-TZVPD basis set, OMol25).

Geometry (Å):
Rb  -0.0436  0.4870  0.7728
N  -2.8906  4.4218  0.5584
C  -3.4710  4.2288  -0.7527
C  -3.1942  2.9340  -1.5095
O  -4.1067  2.4611  -2.1866
N  -1.9880  2.2920  -1.3519
C  -1.9900  1.0166  -2.0474
C  -0.6263  0.5335  -2.4209
O  -0.5645  -0.7162  -2.8327
O  0.3787  1.2219  -2.3911
H  -2.9735  3.5941  1.1409
H  -1.9041  4.6485  0.5085
H  -3.1623  5.0600  -1.3858
H  -4.5609  4.2739  -0.6952
H  -2.5632  1.0478  -2.9852
H  -2.4727  0.2307  -1.4510
C  -5.5911  -1.1287  3.6900
N  -4.7401  -0.6594  2.6207
C  -4.9380  0.4982  1.9306
C  -3.8655  0.6311  1.0992
N  -3.0117  -0.4158  1.2755
C  -3.5558  -1.1818  2.1910
P  -2.8914  -2.7547  2.7982
C  -2.1123  -3.3797  1.2814
N  -1.2280  -2.7929  0.5040
C  -1.0816  -3.6051  -0.5809
C  -1.8813  -4.7045  -0.4542
N  -2.5335  -4.5613  0.7362
C  -3.5233  -5.4830  1.2532
C  -1.4623  -2.2387  3.7982
N  -0.2047  -2.1296  3.4211
C  0.4864  -1.7627  4.5412
C  -0.3623  -1.6570  5.6005
N  -1.5968  -1.9920  5.1303
C  -2.8132  -1.9429  5.9105
H  -6.6347  -1.0260  3.3939
H  -5.4071  -0.5451  4.5940
H  -5.3813  -2.1799  3.8852
H  -5.7849  1.1314  2.1180
H  -3.6581  1.4154  0.3940
H  -0.4186  -3.3600  -1.3925
H  -2.0395  -5.5556  -1.0901
H  -3.3302  -6.4665  0.8287
H  -4.5321  -5.1672  0.9848
H  -3.4500  -5.5422  2.3371
H  1.5438  -1.5680  4.5164
H  -0.2110  -1.3355  6.6144
H  -2.5924  -2.2699  6.9252
H  -3.5461  -2.6230  5.4781
H  -3.2005  -0.9220  5.9107
Cl  2.6829  -0.7636  2.1719
C  2.0764  -2.1993  1.3194
Cl  1.7630  -1.8349  -0.4009
H  1.1407  -2.5007  1.7915
H  2.8406  -2.9679  1.3551
Ge  1.0122  -1.0822  -3.7309
C  0.7975  -2.9902  -3.9023
C  1.8280  -3.8438  -3.5168
C  1.6646  -5.2216  -3.5720
C  0.4646  -5.7573  -4.0119
C  -0.5726  -4.9180  -4.3945
C  -0.4079  -3.5422  -4.3377
C  0.9337  -0.0567  -5.3512
C  0.2913  -0.5389  -6.4904
C  0.2016  0.2460  -7.6302
C  0.7507  1.5206  -7.6366
C  1.3910  2.0104  -6.5084
C  1.4860  1.2249  -5.3687
H  2.2505  -0.7605  -2.8898
H  2.7616  -3.4346  -3.1493
H  2.4694  -5.8748  -3.2607
H  0.3336  -6.8308  -4.0503
H  -1.5136  -5.3347  -4.7281
H  -1.2360  -2.8970  -4.6025
H  -0.1380  -1.5339  -6.4968
H  -0.3020  -0.1332  -8.5100
H  0.6697  2.1377  -8.5222
H  1.8004  3.0115  -6.5018
H  1.9493  1.6377  -4.4810
C  7.1789  2.3205  -0.2071
C  5.9461  3.0719  -0.6972
N  4.8099  2.2143  -0.9661
C  4.7725  1.5249  -2.2424
C  5.0885  0.0336  -2.1510
C  3.7749  2.0434  -0.0748
C  3.8716  2.7506  1.2472
N  2.7238  1.3586  -0.2975
H  7.9803  3.0161  0.0451
H  7.5539  1.6391  -0.9717
H  6.9424  1.7313  0.6794
H  6.1839  3.6085  -1.6214
H  5.6595  3.8340  0.0239
H  5.4990  2.0171  -2.8932
H  3.7936  1.6857  -2.7071
H  6.1038  -0.1287  -1.7872
H  4.9994  -0.4324  -3.1337
H  4.4040  -0.4733  -1.4707
H  3.7536  3.8268  1.1143
H  4.8188  2.5659  1.7539
H  3.0504  2.4036  1.8669
H  2.7106  0.9664  -1.2346
Cl  0.3949  3.4907  0.4955
Ge  -0.1816  3.5994  -1.6738
Cl  1.9284  3.8708  -2.5961
Cl  -0.6925  5.7893  -1.6952
C  1.0593  2.4587  4.1783
S  0.6661  1.8544  5.8354
C  -0.9036  2.5863  6.0641
C  -2.0368  2.2262  5.4078
S  -2.2797  1.0331  4.1993
S  -3.4369  3.1683  5.8955
C  -2.7124  4.1865  7.0821
S  -3.5423  5.3173  7.9664
S  -1.0284  3.9010  7.2112
H  2.0380  2.0617  3.9145
H  1.0918  3.5460  4.1568
H  0.3091  2.0991  3.4750

Computed properties:
orbital gap (alpha / beta): 5.93 / 5.91 eV
<S²>: 0.76
DFT total energy: -11101.484961 a.u.
energy relative to the best compared isomer or geometry (same formula, charge and spin): 0.3465 eV
multiplicity: 2
total charge: -1
M: 1307.17 g/mol

(3)
# C39H53AsNO7P2RuS2

A structure of composition C39H53AsNO7P2RuS2 (ωB97M-V with the def2-TZVPD basis set, OMol25).

Geometry (Å):
Ru  -0.2426  -1.0505  -1.1885
O  -4.3972  -0.1445  -1.3365
C  -3.1911  0.0422  -1.2904
O  -2.3004  -0.6338  -1.9162
C  -2.6566  1.2651  -0.5064
C  -1.9896  2.1806  -1.5581
C  -1.8491  3.6441  -1.1384
C  -0.5073  3.6541  -0.3899
C  0.0969  2.2864  -0.7471
O  -0.6374  1.7972  -1.8304
C  -1.8235  0.8528  0.7267
C  -2.0817  -0.6295  1.2047
O  -2.9619  -0.7698  2.0341
O  -1.2930  -1.5133  0.7295
H  -3.5433  1.7868  -0.1455
H  -2.5350  2.0773  -2.4948
H  -2.6859  3.9968  -0.5377
H  -1.7864  4.2637  -2.0334
H  -0.6389  3.7457  0.6799
H  0.1485  4.4602  -0.7159
H  1.1562  2.3340  -1.0019
H  -2.1187  1.4670  1.5789
C  1.8965  -1.5102  3.0661
C  2.0440  -2.5732  1.9807
As  1.8567  -1.8848  0.1533
C  2.2466  -3.5709  -0.7981
C  3.6435  -4.1837  -0.7431
C  3.5227  -0.8437  -0.1052
C  4.7690  -1.2604  0.6707
H  1.9994  -1.9672  4.0513
H  0.9155  -1.0365  3.0156
H  2.6571  -0.7321  2.9768
H  1.2561  -3.3212  2.0819
H  3.0081  -3.0781  2.0511
H  1.9621  -3.3851  -1.8328
H  1.5133  -4.2669  -0.3847
H  4.3666  -3.5654  -1.2776
H  3.6362  -5.1670  -1.2174
H  3.9900  -4.3137  0.2831
H  3.2615  0.1895  0.1424
H  3.7143  -0.8778  -1.1799
H  4.5744  -1.2957  1.7426
H  5.5712  -0.5390  0.5019
H  5.1277  -2.2404  0.3610
S  0.9131  4.0515  3.1876
P  -0.8818  3.2605  3.1096
S  -0.0115  1.0264  0.6066
C  -2.1712  4.5557  2.9887
C  -1.9218  5.8512  3.4336
C  -2.8949  6.8284  3.2932
C  -4.1073  6.5285  2.6870
C  -4.3494  5.2456  2.2188
C  -3.3849  4.2603  2.3692
C  -1.2835  2.2912  4.5979
C  -2.5627  1.7567  4.7445
C  -2.8533  0.9587  5.8381
C  -1.8717  0.6791  6.7779
C  -0.5932  1.1963  6.6228
C  -0.2923  1.9921  5.5285
H  -0.9703  6.0869  3.8905
H  -2.7022  7.8285  3.6597
H  -4.8611  7.2968  2.5728
H  -5.2872  5.0074  1.7336
H  -3.5761  3.2568  2.0043
H  -3.3269  1.9551  4.0040
H  -3.8460  0.5426  5.9454
H  -2.1013  0.0477  7.6264
H  0.1754  0.9768  7.3528
H  0.7019  2.3972  5.3968
C  0.0432  -3.9938  -3.7953
P  -0.9520  -2.7371  -2.8950
C  -2.2210  -2.4379  -4.1743
C  -1.8698  -3.8055  -1.7205
C  -3.1839  -3.5269  -1.3486
C  -3.8396  -4.3436  -0.4393
C  -3.1944  -5.4359  0.1201
C  -1.8863  -5.7198  -0.2423
C  -1.2320  -4.9122  -1.1594
H  0.9509  -4.2647  -3.2612
H  0.3424  -3.5589  -4.7477
H  -0.5607  -4.8842  -3.9646
H  -2.6650  -3.4002  -4.4271
H  -1.7502  -2.0022  -5.0567
H  -2.9797  -1.7586  -3.7991
H  -3.6950  -2.6601  -1.7454
H  -4.8621  -4.1182  -0.1659
H  -3.7076  -6.0645  0.8366
H  -1.3744  -6.5736  0.1849
H  -0.2167  -5.1533  -1.4485
O  1.4216  -1.2862  -4.3637
C  1.8835  -0.3419  -3.7888
O  1.4868  0.0490  -2.5717
C  3.0261  0.5270  -4.3204
N  3.1607  1.7282  -3.4729
C  4.5326  1.7946  -2.9297
C  5.3637  0.8643  -3.8091
C  4.3679  -0.2296  -4.1981
H  2.8167  0.7670  -5.3623
H  1.9472  0.9222  -2.4403
H  2.9098  2.5675  -3.9744
H  4.5250  1.4435  -1.8945
H  4.9056  2.8174  -2.9303
H  6.2407  0.4750  -3.2944
H  5.6932  1.3999  -4.7019
H  4.3071  -0.9928  -3.4196
H  4.6313  -0.7209  -5.1313

Computed properties:
orbital gap (alpha / beta): 7.72 / 5.98 eV
<S²>: 0.76
DFT total energy: -5909.113365 a.u.
multiplicity: 2
total charge: 0
M: 949.93 g/mol

(4)
# C39H53BCrN10O4S5

A structure of composition C39H53BCrN10O4S5 (ωB97M-V with the def2-TZVPD basis set, OMol25).

Geometry (Å):
Cr  1.5224  -2.3769  1.1933
C  -3.0592  -3.9195  -1.9482
C  -2.8554  -2.4385  -1.9792
C  -3.6422  -1.6094  -2.7206
C  -3.3984  -0.2166  -2.7586
N  -2.3920  0.2889  -2.0995
N  -1.6160  -0.5275  -1.3815
B  -0.3696  0.1280  -0.8015
N  -0.5686  0.3985  0.7275
N  -1.8855  0.5891  0.9598
C  -2.2731  1.1732  2.0531
C  -1.3167  1.6951  2.9605
C  0.0095  1.4754  2.7659
C  1.0404  2.0270  3.7081
C  0.3919  0.6774  1.6333
S  1.9706  0.0427  1.4969
C  -3.7673  1.3041  2.3104
C  -4.1048  0.5587  3.6101
C  -4.1162  2.7944  2.4558
C  -4.5745  0.7089  1.1561
N  0.0659  1.4558  -1.5035
N  -0.3981  2.6862  -1.4762
C  0.3235  3.5858  -2.1074
C  1.5480  3.2342  -2.7308
C  2.0357  1.9492  -2.7168
C  3.3643  1.5475  -3.2801
C  1.1955  1.0352  -2.0633
S  1.2183  -0.6560  -1.6612
C  -0.2399  5.0021  -2.0792
C  -1.6718  4.9690  -2.6400
C  0.6004  5.9717  -2.9069
C  -0.2791  5.4752  -0.6177
C  -1.7955  -1.8496  -1.2318
S  -0.8127  -2.7996  -0.2004
C  -4.2213  0.7776  -3.5806
C  -5.3583  0.0768  -4.3231
C  -3.2879  1.4600  -4.5936
C  -4.8031  1.8395  -2.6373
H  -3.8287  -4.2172  -2.6579
H  -3.3420  -4.2499  -0.9463
H  -2.1256  -4.4325  -2.1897
H  -4.4541  -2.0305  -3.3005
H  -1.6432  2.2601  3.8265
H  0.6092  2.2020  4.6932
H  1.4094  2.9832  3.3255
H  1.8981  1.3637  3.7967
H  -3.5177  0.9255  4.4575
H  -3.9232  -0.5145  3.5005
H  -5.1611  0.7000  3.8494
H  -3.6148  3.2537  3.3121
H  -5.1925  2.9056  2.6058
H  -3.8375  3.3475  1.5541
H  -4.3493  -0.3521  1.0198
H  -4.3512  1.2216  0.2188
H  -5.6410  0.8148  1.3703
H  2.1354  4.0037  -3.2161
H  3.5285  2.0012  -4.2582
H  3.4586  0.4666  -3.3558
H  4.1587  1.8972  -2.6143
H  -1.6771  4.6363  -3.6821
H  -2.1036  5.9711  -2.5993
H  -2.2988  4.2929  -2.0565
H  0.6589  5.6607  -3.9536
H  1.6139  6.0794  -2.5118
H  0.1328  6.9569  -2.8813
H  -0.8885  4.7983  -0.0152
H  -0.7157  6.4749  -0.5656
H  0.7261  5.5174  -0.1880
H  -4.9810  -0.6534  -5.0450
H  -5.9382  0.8180  -4.8753
H  -6.0395  -0.4275  -3.6317
H  -2.8824  0.7325  -5.3026
H  -2.4564  1.9446  -4.0785
H  -3.8421  2.2154  -5.1573
H  -5.5165  1.3935  -1.9384
H  -5.3279  2.6029  -3.2174
H  -4.0049  2.3207  -2.0672
N  0.1343  -2.3194  2.8062
C  0.7289  -2.1214  4.1555
C  1.8587  -3.1092  4.4021
C  3.1374  -2.7300  3.6652
O  4.1886  -2.6657  4.2588
O  3.0169  -2.4697  2.3789
H  -0.6389  -1.6776  2.6683
H  -0.2799  -3.2472  2.7748
H  -0.0413  -2.2397  4.9178
H  1.1078  -1.1011  4.2090
H  1.5577  -4.1134  4.0785
H  2.0929  -3.1508  5.4611
N  8.2463  -2.1988  3.1229
C  7.2734  -2.3392  2.1652
C  6.9001  -1.2546  1.3622
C  5.9472  -1.4070  0.3771
C  5.3588  -2.6480  0.1769
C  5.7261  -3.7421  0.9585
C  6.6682  -3.5873  1.9470
S  4.1623  -2.8423  -1.0724
O  4.0057  -1.5849  -1.7410
O  4.4299  -4.0330  -1.8327
N  2.7670  -3.1169  -0.2364
C  2.3245  -4.3704  0.0528
S  2.7005  -5.9489  -0.5508
C  1.5357  -6.6262  0.5493
C  0.9329  -5.6705  1.2700
N  1.3772  -4.3907  0.9904
H  8.5187  -1.2764  3.4045
H  8.3450  -2.9175  3.8140
H  7.3648  -0.2878  1.5256
H  5.6468  -0.5702  -0.2415
H  5.2737  -4.7126  0.7895
H  6.9501  -4.4279  2.5710
H  1.3638  -7.6915  0.5896
H  0.1645  -5.8283  2.0152

Computed properties:
orbital gap (alpha / beta): 6.31 / 6.43 eV
<S²>: 3.79
DFT total energy: -5426.720908 a.u.
energy relative to the best compared isomer or geometry (same formula, charge and spin): 0.3192 eV
multiplicity: 4
total charge: +1
M: 949.06 g/mol